Entry from the Open Molecules 2025 dataset: a cluster of 11 separate species, H22O11 in total (ωB97M-V/def2-TZVPD).

Cartesian coordinates (Å):
O: 2.5193 1.7854 -3.9995
O: 2.1634 0.3112 1.4716
O: -4.6279 1.3466 1.0749
O: -3.9087 -1.9156 -0.9477
O: 2.3036 -3.1650 0.3278
O: 3.7170 -2.4186 -0.9359
O: -1.8796 -2.9164 4.5596
O: -1.6058 1.0486 -0.8158
O: -0.4590 0.2400 1.1775
O: -0.4114 1.9113 -2.9464
O: 2.4452 3.8112 1.0271
H: 2.3160 1.7256 -3.0592
H: -3.5920 -2.5957 -1.5527
H: 1.5796 0.7699 0.8570
H: -4.2715 -1.2364 -1.5275
H: -0.4445 -0.6922 1.4219
H: 2.6743 -2.4029 0.7868
H: -1.3597 1.7560 -2.8717
H: 1.3588 -2.9785 0.2888
H: -2.8345 -2.7888 4.5904
H: -1.7625 -3.8555 4.7425
H: 2.4505 2.8528 1.1289
H: 2.6859 3.9504 0.1043
H: -3.9082 0.7311 0.8954
H: 0.0811 0.2819 0.3803
H: -1.5016 0.3531 -0.1567
H: 4.2737 -2.1354 -1.6699
H: 1.5846 0.0558 2.1987
H: 3.0887 -1.6960 -0.8257
H: -4.5769 1.4962 2.0257
H: -0.2309 2.5847 -2.2809
H: 2.7483 2.7123 -4.1314
H: -2.4073 0.8028 -1.2914

The calculation puts the energy above the lowest of the compared OMol25 structures with the same formula, charge and spin at 104.22 kcal per mole. Its LUMO energy is -0.017 Ha. As for the HOMO energy: -10.2997 eV. The gap between HOMO and LUMO comes out at 9.840 eV. For the energy, the calculation gives -840.714052 hartree.

Entry from the Open Molecules 2025 dataset: a cluster of 11 separate species, H22O11 in total (ωB97M-V/def2-TZVPD).

Cartesian coordinates (Å):
O: 0.6693 -2.5814 0.9881
O: 1.4044 2.5977 0.3089
O: -3.1763 2.2404 0.1495
O: -1.9297 -1.1077 1.2349
O: -1.2241 -3.0016 -2.2559
O: -0.2850 0.2572 -0.2745
O: -3.4978 -1.4581 -0.9206
O: 0.9632 -1.7093 -1.6452
O: -0.8538 4.0718 1.1356
O: 2.2930 -0.1845 1.2506
O: 3.2499 0.7684 -0.9994
H: -1.6467 -1.9972 1.0023
H: 2.8691 0.2440 -0.2693
H: 1.3356 -2.8747 1.5866
H: -0.3568 4.4688 1.8400
H: 2.1031 2.7672 0.9643
H: -0.4818 -2.4450 -2.0391
H: -2.4640 1.6802 0.4621
H: 0.2729 -0.2577 -0.8667
H: -2.7423 -1.0892 -0.4187
H: 0.1803 -3.3749 0.8305
H: 1.8642 2.3464 -0.4868
H: 2.7601 -0.0462 2.0881
H: -1.9092 -2.3954 -2.5998
H: -1.3201 -0.4325 0.8670
H: 1.7698 -1.2625 -1.9171
H: 4.0716 1.0881 -0.6822
H: 1.6778 -0.8514 1.3390
H: -0.1725 3.5780 0.7094
H: -3.6956 -0.7565 -1.5489
H: -3.2827 2.9215 0.8179
H: 1.1089 -2.0017 -0.7334
H: 0.4453 0.7976 0.0826

The calculation puts the energy above the lowest of the compared OMol25 structures with the same formula, charge and spin at 42.55 kcal per mole. Its LUMO energy is -0.025 Ha. As for the HOMO energy: -9.9228 eV. The gap between HOMO and LUMO comes out at 9.251 eV. For the energy, the calculation gives -840.812325 hartree.

Entry from the Open Molecules 2025 dataset: a cluster of 11 separate species, H22O11 in total (ωB97M-V/def2-TZVPD).

Cartesian coordinates (Å):
O: -4.5957 -0.8601 -1.5612
O: 1.0180 -3.2438 2.4518
O: -2.2601 4.4648 -0.1389
O: 0.0300 0.2443 0.5247
O: 2.7344 1.2224 -0.1266
O: -1.3095 2.0915 1.4117
O: -2.2845 -1.0634 -1.5393
O: 1.8816 -2.7764 -1.1283
O: 4.1504 2.8858 0.1530
O: -4.1180 -1.7879 1.0604
O: 5.0751 -1.3857 -0.9393
H: -4.7900 -0.6730 -2.4866
H: 3.4165 3.1830 0.7026
H: 0.8559 -0.0312 0.9382
H: 2.9089 1.4292 -1.0516
H: 1.9126 -2.2215 -1.9158
H: 0.5341 -3.9511 2.8930
H: -0.6475 -0.0112 1.1609
H: -1.3812 2.8954 1.9385
H: 3.7615 2.7851 -0.7231
H: -2.1649 -1.5032 -0.6900
H: -4.7896 -1.4122 1.6407
H: -3.9875 -0.1584 -1.3028
H: 4.3341 -1.6468 -1.4976
H: -2.0506 2.1465 0.7978
H: -1.7078 -1.5504 -2.1388
H: 1.2607 -3.6220 1.5992
H: 2.0250 -2.1600 -0.4014
H: -3.2196 4.3762 -0.1187
H: -1.9579 3.6486 -0.5531
H: 1.8628 1.5997 0.0377
H: -3.7061 -1.0193 0.6499
H: 4.9576 -0.4361 -0.8226

The calculation puts the energy above the lowest of the compared OMol25 structures with the same formula, charge and spin at 104.40 kcal per mole. Its LUMO energy is -0.009 Ha. As for the HOMO energy: -10.1190 eV. The gap between HOMO and LUMO comes out at 9.879 eV. For the energy, the calculation gives -840.713767 hartree.

Entry from the Open Molecules 2025 dataset: a structure of composition H22O11 (ωB97M-V/def2-TZVPD).

Cartesian coordinates (Å):
O: -0.9510 -1.3990 2.9148
O: 0.2992 3.3241 0.2487
O: -0.1888 0.8649 -0.4593
O: 0.3576 -0.9877 0.3141
O: 0.4533 0.8780 2.2522
O: 2.6034 1.1220 -1.6164
O: -2.6471 0.8438 0.7491
O: -1.5942 -1.4414 -1.4640
O: -0.7464 1.0061 -2.4051
O: 0.7971 -2.1148 -2.6223
O: 2.6965 -1.2503 1.3574
H: -0.6361 1.4051 -1.1554
H: 1.0574 -0.5069 0.7333
H: 1.0937 -2.8592 -2.2348
H: -1.8570 1.0096 0.3159
H: -0.0387 -1.9606 -2.1552
H: 3.2784 -1.6087 0.7085
H: -2.4008 0.6571 1.5560
H: -0.4794 0.6138 -1.6019
H: -1.9184 -2.0527 -0.8216
H: 0.3048 2.3965 -0.0567
H: -1.6288 -1.9327 3.0191
H: -2.2569 -1.0152 -1.9581
H: 1.8172 1.0679 -1.1151
H: -0.1038 -0.1738 -0.0541
H: -0.0875 3.8472 -0.5244
H: -0.2987 -1.3973 0.9093
H: -0.3637 0.9133 2.7390
H: -1.6587 0.8758 -2.3102
H: -1.5153 -0.5689 3.0360
H: 3.3883 -0.9690 1.9554
H: 2.9294 0.3002 -1.5736
H: 0.2951 1.1126 1.3198

The calculation puts the energy above the lowest of the compared OMol25 structures with the same formula, charge and spin at 203.93 kcal per mole. Its LUMO energy is -0.018 Ha. As for the HOMO energy: -10.3713 eV. The gap between HOMO and LUMO comes out at 9.877 eV. For the energy, the calculation gives -840.555151 hartree.

Entry from the Open Molecules 2025 dataset: a cluster of 11 separate species, H22O11 in total (ωB97M-V/def2-TZVPD).

Cartesian coordinates (Å):
O: 0.3071 -0.3134 -0.7827
O: 1.8317 -2.7001 1.5035
O: -3.1805 1.2895 0.4912
O: -1.7293 -1.1430 0.9494
O: 0.4671 -3.0243 -1.2597
O: -0.6039 1.5516 1.1660
O: 1.9702 1.8243 -1.0789
O: -1.2363 0.9230 -2.8455
O: 1.6715 0.5366 2.1814
O: -1.3596 -0.0272 3.5997
O: 2.8672 0.3912 -3.1733
H: -2.5984 -1.3454 0.6032
H: -1.3940 1.4892 0.6293
H: -1.7308 0.1858 -3.2035
H: -1.4770 -1.9266 1.4378
H: 1.8467 -1.7622 1.3131
H: 2.5645 0.8573 -2.3940
H: -0.7222 0.5437 -2.1327
H: -0.4043 2.4874 1.1914
H: -1.0238 -0.0374 2.7034
H: 2.2772 0.6794 -3.8697
H: -0.0286 -2.2138 -1.1430
H: -0.2674 -0.3792 -0.0199
H: -3.5316 0.8827 1.2833
H: 0.8107 -2.9691 -2.1514
H: 0.8902 0.7531 1.6725
H: 1.5041 -3.1031 0.6995
H: 1.8966 2.6287 -1.5925
H: 2.4399 2.0870 -0.2874
H: -3.0194 0.5571 -0.1036
H: 2.3917 0.9440 1.7004
H: 0.8804 0.4280 -0.5881
H: -2.3093 -0.0951 3.5009

The calculation puts the energy above the lowest of the compared OMol25 structures with the same formula, charge and spin at 39.47 kcal per mole. Its LUMO energy is -0.017 Ha. As for the HOMO energy: -10.5755 eV. The gap between HOMO and LUMO comes out at 10.117 eV. For the energy, the calculation gives -840.817234 hartree.

Entry from the Open Molecules 2025 dataset: a cluster of 11 separate species, H22O11 in total (ωB97M-V/def2-TZVPD).

Cartesian coordinates (Å):
O: -3.8949 2.6579 3.5214
O: 4.8631 -4.5105 -1.0732
O: 3.4648 -2.9598 3.9557
O: -1.3098 -3.7187 1.0375
O: -3.5767 3.7249 -2.6909
O: -4.8040 -1.0506 -4.2621
O: -0.8781 -3.8342 -4.0750
O: 0.3218 0.4298 4.6079
O: 0.9156 0.5623 -0.4689
O: 1.3082 6.0448 1.3388
O: 2.4002 3.9893 -3.3560
H: 3.3112 -3.8766 4.1843
H: -0.8585 -4.6800 -4.5226
H: -0.6551 -3.5733 1.7205
H: -2.7492 3.7716 -2.2119
H: -0.7438 -4.0481 -3.1517
H: 5.4866 -4.9970 -0.5339
H: 0.3786 -0.0736 -0.9416
H: 2.5572 3.5405 -4.1869
H: 0.5822 0.5384 0.4281
H: 1.1797 0.1707 4.2715
H: -3.6446 2.8100 -2.9640
H: -5.3491 -1.8038 -4.0346
H: -3.6152 3.4026 2.9889
H: -2.1449 -3.5134 1.4579
H: -3.0990 2.3702 3.9686
H: 2.0631 6.1600 1.9160
H: -3.9644 -1.4311 -4.5201
H: 0.4583 0.5480 5.5479
H: 2.1793 3.2883 -2.7427
H: 1.5852 6.4214 0.5035
H: 3.6961 -2.5412 4.7848
H: 4.5363 -3.8191 -0.4976

The calculation puts the energy above the lowest of the compared OMol25 structures with the same formula, charge and spin at 62.75 kcal per mole. Its LUMO energy is -0.003 Ha. As for the HOMO energy: -11.2079 eV. The gap between HOMO and LUMO comes out at 11.120 eV. For the energy, the calculation gives -840.780133 hartree.

> Among the records above, which one has the lowest LUMO?

number 2